(1)
{"formula": "C33H28N9O3ReS", "method": "ωB97M-V/def2-TZVPD", "total_charge": -1, "s2": 0.760, "largest_force_ev_per_a": 2.657, "gap_ev": [6.77, 6.48], "energy_ev": -67199.27844, "homo_ev": [-4.919, -5.045], "multiplicity": 2, "elements": ["O", "C", "H", "N", "C", "H", "H", "N", "H", "H", "C", "N", "C", "C", "C", "H", "C", "C", "C", "C", "C", "C", "H", "H", "S", "O", "N", "H", "H", "C", "H", "H", "C", "C", "C", "H", "O", "N", "N", "H", "H", "C", "C", "C", "C", "C", "H", "C", "H", "H", "C", "C", "C", "N", "C", "H", "C", "H", "H", "H", "H", "C", "C", "Re", "H", "H", "N", "N", "C", "H", "C", "H", "C", "H", "C"], "positions_angstrom": [[0.5029, 0.2531, 0.8588], [0.1687, -2.7337, -2.9309], [0.3175, -3.6498, -3.5019], [-2.0530, -2.8122, -0.2257], [-1.3740, 4.1098, -3.0535], [-4.1445, -3.8817, -0.8216], [3.8351, -3.0806, 3.0857], [-0.9608, 1.9352, -1.4572], [0.0894, 3.1645, -4.3623], [4.0104, 0.9215, -0.2814], [-1.1405, 1.9131, 2.3694], [-0.9805, -1.9778, 0.0974], [-0.4774, 3.1219, -3.4429], [0.6769, 0.9317, -2.8505], [3.1392, -2.4002, 2.6137], [-1.0061, 0.4109, 5.4110], [-0.8442, 1.1720, 4.6556], [-2.5173, -1.0500, -3.0241], [3.1106, 0.8309, -0.8899], [3.8826, -1.5496, -1.1290], [-1.3132, 0.9339, 3.3665], [-2.1713, 2.7780, 0.3975], [0.6661, 4.8080, 2.0558], [-2.9928, -0.1976, 2.6708], [-3.4381, -0.5106, 0.1192], [-2.9110, 3.6348, 0.8746], [0.6007, -0.0281, -1.8898], [-1.4589, -0.9650, 2.3804], [2.2648, 1.2380, -0.3369], [1.3217, -0.6294, 1.3986], [2.5245, 0.9237, 2.2241], [4.1253, -0.6222, 3.3154], [-0.0296, -2.5996, 0.6927], [3.6915, -2.8599, -1.5366], [1.1441, -2.0162, 1.2922], [-1.5514, 4.9676, -3.6894], [1.4598, 0.9818, -3.7848], [-1.5446, 1.7581, 1.0147], [-4.2990, -2.9594, -0.4494], [4.8338, -1.2452, -0.7063], [0.5444, 4.2057, 4.2422], [3.2975, -1.0162, 2.7378], [-2.0105, -0.3638, 3.1015], [-3.1174, -2.8345, -4.4416], [2.4869, -3.2303, -2.1124], [2.0665, -2.8803, 1.8974], [-2.6787, 4.7659, -1.4351], [-1.7676, 2.8965, -1.0411], [-0.9864, 4.7364, 1.4243], [4.4914, -3.5839, -1.4371], [-0.3089, 2.0346, -2.6097], [2.4101, -0.1498, 2.1406], [1.6464, -1.0050, -1.8140], [-3.1545, -1.6206, -3.9464], [-2.0101, 4.0091, -1.8203], [-5.1401, -2.4805, -0.7151], [2.8730, -0.6059, -1.2701], [-0.1830, -1.9594, -3.6118], [-0.6199, -2.9171, -2.1991], [2.3442, -4.2430, -2.4725], [-2.1228, -0.9383, 4.0224], [0.0103, 3.2914, 4.0054], [-0.1968, 2.3464, 4.9912], [-0.9417, 0.0594, -0.5259], [0.2525, 3.6798, 0.7522], [0.1517, 2.5176, 6.0026], [-2.0093, -0.3980, -2.1976], [-3.1668, -3.8841, -4.9305], [1.4506, -2.3124, -2.2658], [3.2410, 1.4355, -1.7916], [-3.1889, -2.1902, -0.2237], [-0.1857, -3.6677, 0.8336], [-0.4354, 3.0915, 2.7045], [1.9086, -3.9490, 1.7990], [-0.1079, 4.1404, 1.6764]], "forces_ev_per_angstrom": [[0.495, -0.114, 0.364], [0.097, 0.054, -0.016], [-0.006, -0.005, 0.018], [0.127, 0.081, -0.063], [0.064, -0.068, 0.089], [0.017, 0.011, -0.041], [0.015, 0.002, -0.020], [0.113, -0.325, -0.301], [-0.010, -0.003, 0.006], [-0.006, -0.001, 0.003], [0.158, 0.220, -0.015], [0.132, 0.177, -0.262], [-0.122, 0.119, -0.032], [-0.001, -0.310, -0.013], [-0.025, 0.005, -0.033], [0.006, -0.008, -0.030], [-0.009, 0.028, -0.033], [0.185, -0.058, 0.004], [0.042, -0.040, -0.113], [0.024, 0.002, 0.008], [-0.104, 0.042, -0.106], [-0.559, -0.093, 0.300], [0.025, -0.029, -0.015], [-0.068, -0.028, 0.000], [0.890, 0.320, -0.071], [0.121, -0.002, 0.085], [0.080, -0.327, 0.179], [-0.006, -0.066, -0.002], [0.014, 0.020, 0.015], [-0.276, 0.340, -0.296], [-0.041, -0.007, 0.039], [0.002, 0.029, -0.023], [0.196, -0.259, 0.203], [-0.028, 0.002, -0.059], [-0.095, -0.252, -0.130], [0.006, -0.004, 0.003], [0.076, 0.005, -0.043], [0.157, -1.059, -0.526], [0.007, 0.115, 0.114], [-0.027, -0.003, 0.028], [-0.015, 0.003, -0.042], [-0.028, -0.043, -0.030], [-0.026, 0.050, 0.009], [0.201, 0.098, 0.311], [0.013, 0.033, 0.055], [0.008, -0.051, 0.041], [0.018, 0.009, -0.002], [-0.069, 0.223, 0.144], [0.043, 0.032, 0.018], [-0.015, -0.002, 0.038], [0.132, -0.020, -0.114], [0.132, 0.112, 0.169], [0.106, 0.215, -0.142], [-0.461, 0.086, -0.397], [-0.057, 0.041, -0.162], [0.021, -0.001, -0.096], [0.045, 0.072, -0.026], [0.027, -0.009, -0.030], [-0.026, -0.033, -0.054], [-0.006, 0.000, 0.016], [0.063, 0.023, -0.008], [0.008, 0.076, 0.011], [-0.006, -0.051, 0.023], [-1.570, 1.055, 1.867], [0.029, 0.017, 0.025], [0.009, -0.017, -0.010], [0.077, -0.287, -0.867], [0.006, 0.005, -0.008], [-0.071, 0.011, -0.025], [0.000, -0.006, 0.003], [-0.404, -0.160, 0.091], [0.032, 0.009, 0.023], [0.060, -0.005, -0.093], [0.003, 0.013, 0.006], [0.052, -0.008, 0.042]], "mulliken_charge": [0.26, -1.22, 0.48, -1.65, -0.49, 0.26, 0.41, 0.46, 0.55, 0.42, -0.52, 1.50, -0.72, -0.23, -0.83, 0.36, -0.92, 0.69, -1.67, -0.79, 0.98, -0.88, 0.47, 0.23, -0.54, -0.74, 1.78, 0.23, -0.01, 0.00, 0.52, 0.40, -1.03, -1.09, 0.84, 0.42, -0.75, 0.32, -0.49, 0.38, 0.38, -0.64, -1.35, 0.51, -0.99, -0.76, 0.55, 0.95, 0.31, 0.42, 0.48, -0.28, -0.60, -0.90, -0.85, 0.24, 1.50, 0.18, 0.14, 0.43, 0.46, -0.95, -0.89, 0.26, 0.11, 0.37, 0.12, -0.64, 0.90, 0.44, 0.57, 0.39, 1.80, 0.42, -1.46]}

---

(2)
{"formula": "C33H29BrIMnN5O3SeSi", "method": "ωB97M-V/def2-TZVPD", "total_charge": -2, "s2": 8.759, "largest_force_ev_per_a": 2.603, "gap_ev": [4.88, 5.22], "energy_ev": -230979.42571, "homo_ev": [-1.616, -1.965], "multiplicity": 6, "elements": ["N", "C", "H", "C", "C", "C", "H", "H", "C", "H", "C", "H", "H", "O", "O", "C", "H", "O", "C", "H", "H", "H", "C", "C", "C", "C", "N", "N", "I", "N", "Si", "H", "C", "H", "C", "H", "C", "C", "H", "Mn", "C", "H", "H", "C", "N", "C", "C", "H", "C", "H", "C", "H", "C", "H", "C", "C", "H", "H", "Se", "C", "C", "H", "C", "C", "H", "C", "C", "Br", "C", "H", "H", "C", "H", "H", "H"], "positions_angstrom": [[-4.1320, 4.7574, 1.7956], [2.3165, 1.9813, 0.3566], [-1.7105, 3.7767, -0.0127], [-1.5102, -0.3224, -5.4713], [-0.0844, -1.2939, 4.3125], [1.8314, -0.4993, 3.0178], [-1.1432, -1.2382, 4.5300], [1.4841, -4.1015, 1.3902], [2.0682, -2.2914, 4.6026], [-0.7474, -2.9359, -2.0564], [0.0934, -3.4630, -1.5970], [2.4004, -1.5033, -2.2120], [3.6122, 4.3939, -2.4507], [-1.2191, 0.9089, -0.8865], [-0.3031, 0.5175, 2.8556], [-0.2217, 1.0917, -3.4499], [0.2672, 1.6327, -2.6489], [-3.0408, -0.2189, -1.5953], [0.7103, -2.2362, 4.9231], [-0.9926, -3.9478, 1.1631], [-3.2914, -4.4410, 1.9732], [0.7849, -3.7672, -2.3885], [-0.6992, 3.7780, -0.4039], [2.0333, -1.1058, -1.2616], [0.2853, 1.1308, -4.7416], [-2.9869, -3.4180, 1.7715], [1.7382, 1.1420, 1.2827], [-2.2073, -0.8091, 1.3404], [0.3861, 0.4700, -7.7090], [0.1365, 2.9305, 0.1451], [0.9438, -2.3319, -0.3163], [-0.3005, -4.3669, -1.1257], [0.9596, 4.6367, -1.8954], [-1.0703, 5.3108, -1.8704], [3.6559, 2.0189, -0.0161], [0.2860, -2.9323, 5.6341], [2.0680, -3.5061, 0.6834], [-4.3743, 0.1013, 1.8819], [4.3673, 1.3583, 0.4614], [-0.7089, 0.8549, 1.0283], [-3.3243, 4.0108, 2.1782], [2.8075, -2.9487, 1.2639], [1.2743, 5.2848, -2.7063], [2.6253, -1.4536, 3.6735], [-0.1503, -1.4037, 0.5827], [-2.0038, -0.3436, -4.1754], [0.4414, -0.3788, 3.3685], [1.4407, -0.2115, -1.4698], [1.8971, 3.7689, -1.2995], [-5.4111, -0.1897, 1.7019], [-3.8885, -2.3711, 1.9617], [-4.2937, 0.5244, 2.8845], [2.4152, 0.3234, 2.0123], [-2.8955, -0.9008, -3.9193], [-1.7162, -3.1580, 1.3234], [1.4194, 2.9065, -0.2751], [3.6759, -1.5361, 3.4182], [1.1727, 1.7040, -4.9759], [-2.0699, 2.8512, 2.7732], [-1.9554, 0.3329, -1.7527], [-1.3673, 0.3613, -3.1596], [-2.0012, -0.8654, -6.2681], [4.1129, 2.8817, -1.0152], [-0.3313, 4.6472, -1.4413], [-4.0880, 0.8756, 1.1739], [-3.4528, -1.0721, 1.7253], [3.2580, 3.7355, -1.6657], [3.1729, -3.5802, 5.4904], [-0.3704, 0.4203, -5.7312], [2.6007, -4.1979, 0.0225], [2.8997, -0.7960, -0.6700], [-1.3288, -1.8129, 1.0687], [5.1618, 2.8701, -1.2891], [-4.9116, -2.5573, 2.2646], [3.4999, 0.2166, 1.8867]], "forces_ev_per_angstrom": [[0.105, -0.054, 0.012], [0.837, 0.302, -0.514], [-0.015, -0.053, 0.001], [0.012, -0.003, -0.033], [0.108, -0.550, 0.489], [-0.262, -0.305, 0.348], [-0.007, 0.051, -0.039], [-0.026, 0.020, 0.001], [0.411, -0.145, 0.039], [0.010, -0.004, -0.019], [0.025, 0.182, 0.153], [-0.002, -0.037, 0.020], [0.009, -0.003, 0.007], [-0.554, 0.172, -1.393], [0.598, -0.631, 2.453], [-0.021, -0.001, 0.012], [-0.016, -0.005, 0.002], [0.021, 0.077, -0.063], [-0.346, 0.366, -0.260], [-0.056, -0.041, 0.025], [-0.005, 0.001, -0.024], [0.029, 0.012, 0.021], [0.057, -0.275, 0.340], [0.018, -0.132, 0.093], [0.025, 0.005, -0.057], [0.024, 0.031, -0.005], [-0.097, -0.309, 0.411], [-0.374, -0.346, 0.054], [-0.076, 0.001, 0.220], [-0.051, 0.283, -0.154], [-0.043, -0.099, -0.154], [-0.014, -0.001, -0.018], [-0.301, 0.050, 0.048], [-0.017, -0.021, 0.014], [-0.568, -0.240, 0.364], [0.029, -0.019, 0.027], [-0.037, 0.184, -0.101], [0.013, -0.025, -0.009], [-0.010, -0.040, -0.023], [-0.183, 0.233, -0.949], [-0.459, 0.432, -0.264], [-0.010, -0.015, 0.010], [0.015, 0.021, 0.022], [-0.061, 0.015, -0.023], [0.024, -0.277, 0.111], [0.048, 0.056, 0.010], [-0.017, 0.657, -0.542], [-0.010, -0.017, -0.011], [-0.151, -0.203, 0.253], [0.015, -0.039, 0.019], [-0.127, -0.044, -0.008], [0.031, 0.059, -0.020], [-0.030, 0.340, -0.352], [-0.006, 0.004, 0.008], [0.057, 0.015, 0.012], [0.261, 0.161, -0.226], [0.012, -0.006, 0.023], [0.011, -0.001, 0.050], [0.177, -0.154, 0.341], [0.175, -0.036, 0.314], [-0.067, -0.047, -0.128], [-0.013, -0.021, 0.030], [-0.001, 0.398, -0.406], [0.288, 0.245, -0.338], [-0.038, 0.049, 0.018], [0.078, -0.107, 0.002], [0.249, -0.161, 0.081], [0.006, -0.010, -0.014], [0.101, 0.006, -0.292], [0.017, 0.025, -0.017], [0.005, 0.013, -0.006], [0.110, 0.027, -0.078], [-0.003, -0.033, 0.022], [0.016, 0.021, 0.013], [0.048, -0.006, 0.047]], "mulliken_charge": [-0.83, 0.22, 0.44, -0.55, -0.53, 0.31, 0.47, 0.29, -0.07, 0.29, -1.13, 0.54, 0.38, 0.42, -0.48, 0.75, -0.09, -0.79, -0.63, 0.31, 0.38, 0.41, -0.34, -0.32, -0.73, -0.58, 0.59, 0.67, -0.03, 0.12, -0.41, 0.29, -0.92, 0.42, -0.70, 0.41, -1.17, -1.57, 0.28, 0.65, 0.28, 0.26, 0.38, -0.40, 0.60, -0.48, -0.04, -0.44, 1.82, 0.48, -0.84, 0.23, 0.05, 0.47, -0.89, -0.12, 0.42, 0.42, -0.19, -0.26, 0.00, 0.36, -0.88, -0.97, 0.14, 0.48, -1.04, -0.31, 0.02, 0.40, 0.22, 0.29, 0.37, 0.40, 0.00]}

---

(3)
{"formula": "C33H29ClN6O2PPtS", "method": "ωB97M-V/def2-TZVPD", "total_charge": 1, "largest_force_ev_per_a": 2.851, "gap_ev": 6.26, "energy_ev": -83615.62786, "homo_ev": -9.834, "elements": ["C", "P", "N", "C", "C", "N", "S", "H", "C", "C", "C", "C", "C", "H", "C", "C", "C", "C", "H", "C", "C", "H", "H", "H", "C", "C", "H", "O", "H", "H", "H", "H", "C", "H", "C", "H", "C", "C", "H", "H", "H", "N", "H", "H", "H", "C", "H", "C", "C", "C", "C", "C", "N", "C", "O", "H", "H", "N", "C", "C", "H", "H", "Pt", "C", "H", "Cl", "H", "H", "N", "C", "H", "H", "C", "C"], "positions_angstrom": [[4.1484, -3.0008, -3.4893], [2.2397, -1.4014, -0.2597], [1.9819, 1.8433, -0.9275], [4.3892, -1.8903, -4.2857], [3.1997, 3.7208, -1.6939], [1.1826, 3.0576, -2.8004], [-1.4452, 1.5997, -1.7872], [2.7484, -5.6045, 2.3020], [-1.8966, 2.4852, -4.2985], [-2.3108, 2.3259, -5.6029], [1.8237, -3.0814, 0.2432], [4.4628, 0.4033, 2.7396], [-0.1489, -2.0589, 2.1799], [3.3503, -3.2760, 1.7465], [-2.3732, -3.1052, 1.0371], [4.8732, -1.3040, 0.5972], [2.5316, -3.7608, 1.2272], [3.5751, -0.8568, 0.8590], [4.0439, 4.3919, -1.6170], [-1.8344, -3.7560, 2.1574], [3.0238, 2.6708, -0.8215], [4.1354, 0.2322, -4.5016], [-0.4115, -5.4890, -0.5934], [-3.8209, 0.1536, -7.6100], [2.2211, 3.8782, -2.6676], [-0.6926, -3.1844, 2.7374], [2.2717, 4.7004, -3.3736], [-1.4687, 2.9629, -1.3414], [-2.1762, -1.4506, -0.3011], [5.0445, -1.9644, -0.2449], [0.8782, -6.7159, 1.1299], [3.7158, 2.4804, -0.0068], [0.7600, -3.7056, -0.4131], [-3.8024, -0.7164, -5.3436], [1.1371, -5.6924, 0.8864], [-3.0483, -0.4371, -3.0045], [3.3971, 0.0061, 1.9460], [-2.9770, 1.1577, -6.0049], [6.9381, -1.2800, 1.1581], [4.4845, -3.9805, -3.8048], [-2.1213, 3.1077, -6.3314], [-2.3799, -4.8966, 2.6458], [0.7255, -1.6102, 2.6256], [-2.0509, -5.2898, 3.5082], [3.2879, -3.7369, -1.6728], [5.7366, -0.0600, 2.4567], [0.2021, -3.1650, -1.1701], [-2.1613, 1.4809, -3.3661], [-1.7658, -1.9795, 0.5467], [0.4180, -5.0074, -0.0892], [3.2827, -0.4898, -2.6756], [3.9547, -0.6353, -3.8788], [0.1049, 1.0778, -1.9765], [-3.2536, 0.1721, -5.0490], [-2.0034, 0.5880, -0.8940], [2.9415, 0.4837, -2.3672], [-3.2535, -5.2356, 2.2870], [-0.6549, -1.4454, 1.0941], [-2.8369, 0.3274, -3.7425], [2.1884, -5.0706, 1.5439], [4.9126, -2.0039, -5.2270], [-1.3669, 3.3783, -3.9870], [0.4382, -0.0564, -0.1081], [3.4731, -2.8631, -2.2842], [-3.1337, 1.6767, -8.0024], [1.8389, 0.6548, 2.3598], [-0.2362, -3.6237, 3.6173], [6.5686, 0.2555, 3.0745], [-3.3577, 0.9888, -7.3103], [5.9433, -0.9176, 1.3850], [4.2842, 1.0708, 3.5736], [-3.2697, -3.4808, 0.5570], [1.1067, 2.0536, -1.9256], [3.0459, -1.6023, -1.8668]], "forces_ev_per_angstrom": [[-0.005, -0.012, 0.022], [-0.561, 0.857, 0.451], [0.274, 0.293, -0.030], [0.004, 0.004, 0.007], [0.038, 0.126, -0.056], [0.077, -0.057, 0.002], [1.003, 0.463, -0.356], [-0.025, 0.025, -0.026], [-0.103, -0.009, 0.116], [0.035, 0.057, -0.011], [-0.071, -0.079, -0.044], [0.029, -0.013, 0.036], [-0.164, 0.050, 0.111], [-0.036, -0.048, -0.023], [-0.082, -0.015, 0.056], [0.018, -0.035, -0.046], [0.047, -0.068, 0.020], [-0.021, 0.227, -0.015], [-0.075, -0.010, 0.003], [-0.075, -0.167, 0.086], [-0.151, -0.157, 0.055], [-0.024, -0.033, 0.029], [0.052, 0.016, 0.011], [-0.015, -0.033, 0.003], [-0.160, -0.082, -0.035], [-0.075, -0.021, 0.102], [-0.001, -0.031, -0.008], [-0.127, 0.014, -0.052], [0.072, -0.035, -0.029], [0.010, 0.044, 0.019], [-0.006, 0.045, -0.004], [-0.012, -0.038, -0.028], [0.098, -0.119, -0.002], [0.059, 0.042, 0.023], [0.017, 0.008, 0.008], [0.037, 0.030, -0.054], [-0.108, -0.054, -0.175], [-0.071, -0.016, -0.197], [-0.052, 0.015, 0.006], [-0.019, 0.030, 0.009], [0.010, -0.059, 0.059], [0.099, 0.175, -0.125], [0.030, 0.000, -0.053], [0.005, -0.002, 0.028], [0.010, 0.010, -0.029], [0.037, -0.008, 0.005], [0.022, -0.034, -0.007], [-0.066, -0.186, -0.060], [-0.016, 0.187, -0.014], [0.024, 0.029, -0.006], [0.058, -0.102, -0.077], [-0.004, -0.039, 0.018], [0.840, 0.972, 0.431], [-0.063, -0.091, 0.001], [0.157, -0.137, 0.179], [0.050, -0.044, -0.029], [-0.031, -0.002, 0.007], [0.858, 0.027, -0.056], [-0.062, 0.041, -0.016], [-0.003, 0.003, -0.007], [-0.018, 0.004, 0.034], [-0.021, -0.088, -0.045], [-1.475, -2.385, -0.516], [0.021, -0.017, -0.014], [-0.003, 0.029, -0.021], [0.255, 0.266, 0.426], [-0.023, 0.046, -0.075], [-0.041, -0.024, -0.032], [0.053, 0.078, 0.257], [0.045, -0.014, 0.019], [0.006, -0.034, -0.074], [0.067, 0.051, 0.022], [-0.424, -0.025, -0.087], [-0.227, 0.159, -0.134]], "mulliken_charge": [-0.74, 1.04, -0.12, -0.62, -0.79, -0.38, 1.26, 0.42, -0.65, -0.79, 0.13, -0.64, -0.12, 0.40, -0.67, -0.38, -0.43, -0.42, 0.42, 1.17, -0.09, 0.48, 0.45, 0.18, -0.46, -0.87, 0.44, -0.68, 0.30, 0.47, 0.43, 0.37, -0.17, 0.30, -0.60, 0.41, 1.01, 1.18, 0.43, 0.45, 0.29, -0.49, 0.35, 0.20, 0.46, -0.62, 0.53, -0.03, -0.41, -0.81, -0.03, -0.76, -0.31, -0.84, -0.79, 0.33, 0.20, -0.16, -0.33, -0.92, 0.39, 0.44, 1.75, -0.49, 0.18, -0.13, 0.39, 0.41, -0.47, -0.78, 0.48, 0.41, 0.40, 0.06]}